Formula: C27H59BNO10S
Source: OMol25
Level of theory: ωB97M-V/def2-TZVPD

Structure (XYZ):
```
99
Properties=species:S:1:pos:R:3:forces:R:3:mulliken_charge:R:1
C 5.86267 -0.20991 -1.49622 0.289 0.743 0.040 -1.22
C 5.34880 1.24508 -1.61052 -0.783 -0.815 0.511 -0.75
C 3.90202 1.33183 -2.14880 0.451 0.302 -0.047 -1.29
C 2.90013 1.73972 -1.07684 -0.446 -0.589 -0.063 1.10
C 2.92660 0.76178 0.13137 -0.468 0.044 -0.447 -1.48
C 1.47009 1.75190 -1.59483 0.062 0.327 -0.062 -0.61
C 1.07290 1.05789 -2.72508 0.099 0.211 0.362 -0.30
N -0.21639 1.05866 -3.10678 0.107 0.050 0.459 0.48
O -0.53562 0.35507 -4.24934 -0.038 0.087 -0.001 -0.39
C -1.19374 1.71459 -2.46759 -0.166 0.204 0.003 -0.29
B -2.71308 1.63892 -2.99252 -0.519 0.024 0.134 0.82
O -3.01696 2.25541 -4.14585 0.104 0.053 0.068 -0.36
O -3.67848 0.98061 -2.28604 0.653 -0.442 -0.311 -0.49
C -3.30762 -0.20540 -1.57715 -0.340 0.059 0.403 -0.66
C -0.83893 2.47029 -1.34457 0.028 -0.669 -0.135 -0.01
S -2.10936 3.42063 -0.54984 -0.225 0.445 -0.153 -0.12
C 0.48436 2.48186 -0.90947 -0.303 -0.056 -0.708 0.59
C 0.82211 3.27796 0.31386 0.074 0.219 -0.313 -0.38
O 0.58268 2.85483 1.38656 -0.049 -0.616 1.068 -0.40
O 1.45353 4.44948 0.11472 -0.264 0.350 -0.150 -0.42
H 5.08105 -0.94166 -1.65307 -0.069 -0.172 -0.153 0.27
H 6.28614 -0.38224 -0.51067 0.104 -0.070 0.122 0.37
H 6.65269 -0.36481 -2.21941 0.000 -0.367 -0.165 0.33
H 6.01652 1.84329 -2.21363 0.124 0.186 -0.014 0.54
H 5.30997 1.63496 -0.59760 0.323 0.502 0.026 0.30
H 3.87742 2.04774 -2.96933 -0.221 0.025 -0.175 0.33
H 3.61502 0.35719 -2.53579 0.051 -0.179 -0.184 0.43
H 3.09251 2.75446 -0.74052 0.310 0.125 0.056 0.58
H 2.15481 0.00781 -0.01714 -0.045 -0.181 0.065 0.40
H 2.69276 1.26954 1.05857 0.157 -0.001 0.224 0.35
H 3.86267 0.22347 0.18775 0.259 0.140 0.198 0.47
H 1.74876 0.49621 -3.34333 0.035 -0.086 -0.161 0.71
H -0.76234 -0.54364 -3.96212 0.049 -0.058 -0.015 0.38
H -3.93239 2.05459 -4.38185 -0.058 0.242 -0.153 0.33
H -3.14897 0.00279 -0.52150 0.105 0.131 0.090 0.26
H -2.42617 -0.68953 -1.99355 0.153 0.013 -0.069 0.28
H -4.12926 -0.90797 -1.64270 -0.137 -0.075 -0.105 0.24
H -2.43183 2.56361 0.43038 0.191 -0.122 0.015 0.23
H 0.92499 5.00346 -0.47862 0.272 0.077 -0.225 0.38
C -6.51506 -0.82244 0.84941 0.112 0.067 0.146 -1.12
C -7.28022 0.45112 0.52463 0.046 -0.260 -0.347 0.39
C -8.37480 0.19277 -0.49413 -0.002 0.083 -0.115 -0.96
O -6.37736 1.45824 0.05092 0.125 0.091 0.205 -0.51
H -6.03226 -1.21529 -0.05183 -0.099 -0.032 -0.037 0.15
H -5.73275 -0.62527 1.58447 -0.034 0.004 0.027 0.30
H -7.17828 -1.59158 1.24535 -0.003 -0.011 -0.022 0.40
H -7.71959 0.85307 1.43735 0.049 0.091 0.008 0.30
H -7.94505 -0.16614 -1.43643 0.064 -0.037 0.047 0.32
H -8.91525 1.11388 -0.71601 -0.013 0.000 0.047 0.30
H -9.08490 -0.54641 -0.12715 0.042 0.086 -0.052 0.21
H -5.97633 1.13115 -0.76139 -0.073 0.032 -0.082 0.27
C 2.68817 7.43852 2.89030 0.087 0.099 0.010 -1.20
C 3.41895 6.28244 3.55779 -0.426 -0.009 -0.004 0.29
C 2.82394 4.94190 3.15309 0.186 -0.111 0.180 -0.89
O 3.38813 6.43238 4.97438 0.207 -0.011 -0.042 -0.55
H 1.63765 7.45067 3.19428 -0.018 -0.066 -0.037 0.33
H 3.12614 8.39089 3.18807 0.030 -0.011 -0.016 0.33
H 2.73185 7.36043 1.80213 -0.012 -0.005 0.003 0.30
H 4.47336 6.31153 3.28053 0.047 0.013 0.094 0.29
H 1.77739 4.87552 3.46216 -0.035 0.055 -0.075 0.35
H 3.35954 4.12613 3.64114 0.024 0.025 -0.001 0.33
H 2.87350 4.79832 2.07655 -0.009 0.015 -0.052 0.07
H 2.46707 6.41309 5.25466 -0.013 0.008 0.024 0.35
C 7.87763 -4.43780 -3.50954 0.103 0.128 -0.038 -1.46
C 6.94405 -3.69045 -2.57139 -0.138 -0.359 -0.206 0.59
C 6.01178 -4.64119 -1.83947 -0.066 0.082 0.095 -1.16
O 6.19076 -2.71453 -3.30219 -0.013 0.102 0.065 -0.53
H 7.30394 -4.97202 -4.27189 -0.030 -0.060 0.053 0.35
H 8.54054 -3.74269 -4.02516 0.014 0.006 0.034 0.36
H 8.48581 -5.16181 -2.96702 -0.016 -0.017 0.000 0.38
H 7.53178 -3.12716 -1.84514 -0.037 0.111 -0.025 0.23
H 5.37980 -5.18154 -2.55092 0.074 -0.032 -0.045 0.37
H 5.35011 -4.08854 -1.16938 0.042 0.010 0.025 0.23
H 6.57023 -5.36724 -1.24886 -0.030 0.000 0.030 0.30
H 5.66603 -3.18581 -3.95805 0.059 -0.056 -0.031 0.31
C -12.38696 -0.42876 2.85415 0.138 0.079 0.063 -1.36
C -11.96937 -0.32376 1.39603 -0.260 -0.316 0.129 0.51
C -13.04870 -0.85574 0.46664 0.080 0.040 -0.144 -1.32
O -10.74211 -1.02888 1.18168 -0.014 0.061 0.058 -0.52
H -12.55861 -1.47348 3.12697 -0.072 -0.007 -0.045 0.36
H -11.60262 -0.04401 3.50645 -0.009 0.034 -0.017 0.32
H -13.30312 0.13081 3.04440 -0.013 -0.015 -0.003 0.39
H -11.75754 0.71778 1.15117 0.116 -0.009 -0.032 0.25
H -13.23944 -1.91292 0.67000 -0.039 0.014 0.074 0.34
H -12.73344 -0.77356 -0.57389 -0.003 0.039 0.007 0.32
H -13.98310 -0.30801 0.59135 -0.009 -0.013 0.014 0.39
H -10.89631 -1.95661 1.39164 -0.039 -0.002 0.024 0.29
C 6.83308 -4.51888 3.13363 0.026 0.117 -0.110 -1.33
C 6.09741 -5.45282 2.18447 0.186 -0.166 0.352 0.60
C 5.37700 -6.56052 2.93793 -0.090 -0.049 -0.124 -1.38
O 7.00673 -6.01028 1.23578 -0.102 0.108 -0.165 -0.51
H 7.59289 -5.06807 3.69534 -0.051 -0.041 0.048 0.35
H 7.34288 -3.73147 2.57749 -0.030 0.006 -0.012 0.32
H 6.14824 -4.05587 3.84537 0.006 -0.017 0.017 0.37
H 5.37488 -4.88139 1.59899 0.037 -0.020 -0.104 0.21
H 6.09335 -7.17077 3.49377 0.018 0.056 0.057 0.36
H 4.85543 -7.21929 2.24325 -0.016 0.029 -0.009 0.34
H 4.65195 -6.15384 3.64416 0.016 -0.002 0.018 0.37
H 7.66109 -6.52419 1.72097 0.013 -0.017 0.002 0.33
```
Forces are in eV/Å.

Calculated values
net charge	+1
energy	-2294.14600	a.u.
LUMO energy	-4.3849	eV
orbital gap	7.3	eV
relative energy (zero: lowest compared OMol25 entry of this formula, charge and spin)	0.0	kJ/mol